(1)
70
Properties=species:S:1:pos:R:3 method="wB97M-V/def2-TZVPD" homo_lumo_gap_ev=2.60 e_above_lowest_ev=3.854 energy_ha=-4552.554845 homo_ev=-6.62 e_lumo_ev=-4.02
Co 2.8341 4.8652 0.3467
Co 0.7678 5.5059 -0.9221
O -2.3260 -2.3867 -1.4040
O -2.2212 -1.4918 0.7260
O -0.9570 4.6217 1.2662
O 2.3499 7.7308 -0.0565
O 5.5828 5.8107 0.4315
O 1.9952 5.1548 3.1462
O -0.0055 4.1117 -3.4049
O -0.8342 7.5272 -2.0940
C -3.7653 -4.3120 -1.0332
C 3.7335 -0.9119 1.4615
C -0.1854 -2.5393 -0.2072
C -2.6722 -3.7240 1.5498
C 4.1362 0.9512 -0.0219
C 4.3111 -0.3888 0.3074
C 2.9861 -0.0931 2.3045
C -3.4967 -2.8344 -0.7492
C 0.4104 -2.4599 1.0463
C -0.1774 6.6762 -1.6553
C 4.4963 5.3821 0.3925
C 2.9664 3.0697 0.3730
C -3.2059 -2.5072 0.8020
C 2.0957 6.5924 -0.1600
C 1.7813 -4.4004 0.5527
C 0.5162 4.2253 -2.3420
C 2.1575 3.5332 -0.6353
C 3.3310 1.7546 0.8074
C -4.4175 -1.9878 1.5787
C 2.3607 5.0506 2.0348
C -0.2786 4.9634 0.4112
C 0.2226 -3.5259 -1.0969
C 1.2106 -4.4533 -0.7217
C 1.3843 -3.3893 1.4329
C 0.2596 0.3281 -1.3012
C 2.8153 1.2550 2.0136
C -4.6811 -2.0431 -1.2942
C 0.3083 1.9695 -1.1882
C -1.1606 -0.0834 -1.1718
C 1.2735 2.9541 -1.7321
B -1.4952 -1.5858 -0.5275
H 1.7855 2.3816 -2.4582
H -2.3031 -3.4094 2.5348
H -2.9028 -4.9483 -0.7971
H -5.2137 -2.7517 1.6086
H -1.7645 0.6117 -0.5317
H -4.1146 -1.7757 2.6139
H -1.8464 -4.2067 1.0109
H -0.6157 2.2035 -1.7067
H 0.8194 0.7679 -2.0300
H 0.3943 1.9580 -0.1467
H -1.6654 -0.1128 -2.1602
H 0.1119 -1.6901 1.7556
H -4.7391 -2.1918 -2.3804
H 2.2460 1.9314 2.6554
H 2.5367 -5.1295 0.8577
H -4.8135 -1.0651 1.1342
H -5.6242 -2.3941 -0.8506
H 1.5209 -5.2205 -1.4327
H 1.8249 -3.3125 2.4280
H 4.5750 1.3862 -0.9254
H -4.0083 -4.4427 -2.0968
H 2.5004 -0.4897 3.1828
H -4.6397 -4.6560 -0.4524
H 4.8725 -1.0288 -0.3613
H 3.8554 -1.9655 1.7054
H -0.2259 -3.6131 -2.0866
H -4.5621 -0.9703 -1.0923
H 1.0649 -0.3209 -0.9551
H -3.4753 -4.4608 1.7115

(2)
16
Properties=species:S:1:pos:R:3 method="wB97M-V/def2-TZVPD" homo_lumo_gap_ev=9.18 e_above_lowest_ev=1.383 energy_ha=-325.886744 homo_ev=-8.31 e_lumo_ev=0.86 smiles=Cc1ccc[nH]1.O
O -2.0424 -0.3973 2.2813
N 0.2111 0.4191 -1.4389
C 0.3966 -2.0058 -0.9630
C 0.2808 -0.5829 -0.5105
C 0.6659 0.0113 0.6784
C 0.8077 1.4117 0.4238
C 0.3834 1.6365 -0.8545
H -0.4151 -2.6445 -0.6156
H 1.2896 -2.4219 -0.5048
H -1.5177 0.2294 2.7902
H -1.6353 -0.4836 1.4122
H 0.4922 2.5974 -1.3235
H 0.5753 -2.1232 -2.0279
H 0.9826 2.0552 1.2681
H 0.1253 0.3220 -2.4343
H 0.4600 -0.4518 1.6231